# 1
Here is a structure of composition C47H44F3N5O2TeV at a distorted geometry from the OMol25 dataset. Energies are from wB97M-V/def2-TZVPD.

Computed properties:
Frontier orbital gap (alpha / beta): 4.9 / 5.1 eV
Lowest unoccupied orbital energy (alpha / beta): 0.1493 / 0.1492 hartree

The geometry in ORCA input format:
```
! RIJCOSX wB97M-V def2-TZVPD def2/J DEFGRID3
* xyz -2 4
H -3.81637 -4.08685 -4.74050
H -0.04561 4.63674 -3.36555
H 0.40740 6.08303 -5.31424
H -0.24566 -4.50951 -0.42213
H -5.04356 -2.41650 -3.33969
V 0.36964 -0.02672 -0.55826
H 4.82390 1.28325 1.64497
C -1.11262 -4.17918 0.16656
H -6.60974 -0.52460 7.24524
C -5.34563 -2.15377 2.74761
C 4.36111 0.53494 1.01764
C 4.58387 -3.52642 -1.67717
H -5.11912 0.09627 7.95821
C 2.99405 0.63178 0.73334
H -0.87935 -5.65548 2.54096
C 2.10552 2.63398 -5.03737
H -3.81370 -0.88489 -1.85751
H 2.56518 1.65801 -4.95458
N 2.38578 -0.31202 -0.02498
C 2.44500 -3.43471 -3.15945
C 2.58290 2.80996 1.91252
H 6.28390 -2.55281 -0.93687
C 0.50756 -0.77334 3.12460
H -5.81808 -1.75005 1.84867
C -0.13686 -4.89373 2.28533
C 2.36009 3.44114 -6.12629
N -0.74690 -3.82231 1.52775
C 0.38952 3.76635 1.83692
H -0.65876 -2.55152 4.91121
F 1.35617 6.69472 -7.44015
C -0.23306 -2.53815 1.66941
C -4.88160 -1.04526 3.65182
C -1.86000 -1.57513 -2.39459
C -4.12866 0.95065 5.40669
C 2.10119 1.72067 1.16970
C 5.19892 -2.55927 -0.99368
H -6.05526 -2.80448 3.26774
O 0.09666 -1.90883 0.66500
C 0.76106 1.60172 0.74532
C -3.86062 -0.15516 3.25138
H -0.24563 0.01969 3.11005
C -3.27954 -3.38929 -4.10978
C -1.18088 -2.49932 -3.25998
H 3.10825 -1.24393 -3.20309
H -1.55472 1.72690 4.55439
C 1.22801 3.04104 -4.01047
C 2.32167 -1.91021 -2.85423
H 3.03639 3.10333 -6.90351
H 6.18206 -0.55771 0.69642
H -2.77452 2.87624 4.00866
C 0.95404 2.19511 -2.90815
C -5.49794 -0.91140 4.89564
C -3.48914 0.84994 4.17208
C -3.28489 -1.58761 -2.48971
H -1.82824 -1.53999 4.02093
H -1.70005 -3.25924 3.65238
H -1.55938 -3.31969 -0.32703
H -2.03873 1.75432 2.85606
C -1.13333 -2.37905 3.93930
C 3.08486 -3.62981 -1.75471
N -0.11456 -2.07448 2.94203
C 0.72735 1.38694 -2.00987
H -6.28776 -1.60919 5.16611
H 2.73040 -4.52618 -1.23444
H -1.34602 -4.07008 -4.70590
H -4.49927 -2.74338 2.38884
F 1.74472 4.91160 -8.59842
F 3.35022 5.86732 -7.53457
C -3.95901 -2.45691 -3.31117
Te -2.95029 -0.34833 1.31622
N 1.01715 -3.74776 -3.18759
C 0.88390 5.11449 -5.23822
C -0.06834 2.68946 1.10787
C 0.62963 4.30545 -4.14298
H 0.66077 -5.37936 1.70441
H 2.99762 -3.80831 -4.02790
H -6.28064 1.20959 7.24681
C 0.28533 -2.53207 -3.26139
H 1.04031 -0.76988 4.07983
C 2.03930 5.53281 -7.43086
C 1.74961 4.68889 -6.23657
C -2.40392 1.85525 3.87528
H -1.84554 -4.98836 0.20206
H -1.10308 2.67863 0.77790
H 5.18009 -4.29599 -2.16087
C -1.89929 -3.38673 -4.06465
C 4.49304 -1.45570 -0.29406
C 5.11795 -0.49549 0.49248
H 0.67881 -4.54383 -3.69983
H -0.28817 4.57821 2.08630
C 3.12928 -1.33369 -0.48277
H 1.20639 -0.58144 2.31956
H -3.82172 1.74548 6.08494
H 3.62650 2.86934 2.20706
C 2.42737 -2.30028 -1.34884
H 2.08825 4.68789 2.81817
H 0.29584 -4.50687 3.20481
C -5.82265 0.22325 7.13011
H 1.42029 -2.46444 -0.97773
O -1.29358 -0.82515 -1.52852
C -5.14033 0.08426 5.79308
N 0.99506 -1.47414 -3.17919
C 1.72761 3.83445 2.25504
*
```

***

# 2
Here is a structure of composition C42H39BrGeN2O5S3V at a distorted geometry from the OMol25 dataset. Energies are from wB97M-V/def2-TZVPD.

Computed properties:
Frontier orbital gap (alpha / beta): 2.2 / 3.2 eV
Lowest unoccupied orbital energy (alpha / beta): -0.1235 / -0.0870 hartree

The geometry in ORCA input format:
```
! RIJCOSX wB97M-V def2-TZVPD def2/J DEFGRID3
* xyz 0 2
C 11.47852 9.26571 8.82503
C 8.54407 16.31382 13.32606
N 20.54560 8.80008 10.84722
H 5.07027 12.20794 12.99956
H 16.03559 6.93724 12.58071
C 12.51932 10.68008 15.85926
H 9.54943 11.75638 14.72809
H 8.03334 10.59722 7.10023
H 6.47496 15.97126 12.93531
C 19.47103 7.57836 13.28551
C 13.51765 14.82594 13.46428
C 7.48383 15.56316 12.83702
C 10.23289 11.85181 16.77704
H 7.29571 12.93994 7.13110
S 11.33383 16.54251 13.71700
C 9.11043 13.67153 8.02534
N 11.36630 14.24154 12.50812
S 14.28442 13.26523 11.09853
C 15.32430 15.28111 15.02745
C 12.17424 10.23933 9.57986
H 13.01806 9.88945 10.11178
O 18.38621 10.96915 11.85617
C 15.14969 7.54925 12.78980
C 15.68181 13.67716 13.25321
H 13.41890 10.24207 15.42250
H 11.78812 7.68786 12.46922
C 13.82455 7.13414 12.87104
S 18.34555 11.23671 10.46028
C 8.30273 12.68228 7.46863
H 13.22846 10.78012 17.97633
C 12.15618 15.14661 13.10394
O 20.23122 8.44503 13.74351
C 14.34244 13.83646 12.74881
H 14.65502 10.90998 13.06281
C 19.72154 6.70187 12.07846
H 6.58154 12.40061 13.66647
C 10.32908 11.51484 15.41602
O 17.84295 10.23624 9.59530
H 5.72641 14.91419 10.25986
V 12.11075 12.82353 11.31860
O 19.06468 12.37346 10.02090
H 16.40539 9.30790 12.82810
C 15.36575 8.93270 12.86146
C 10.32650 9.60104 8.06734
H 17.15807 14.30942 14.70254
C 11.72887 11.53716 9.75949
C 10.22019 13.26302 8.76799
C 8.94633 13.92853 11.94650
C 5.83430 12.93556 13.10737
C 11.53461 10.99570 14.91446
H 5.54450 13.73344 13.80020
H 16.32032 12.88966 12.79107
C 8.62607 11.34054 7.57189
H 11.15135 11.99016 18.75842
C 13.01094 9.44486 12.79918
H 20.46644 5.90689 12.34141
C 5.35208 14.41519 11.11930
H 9.93690 8.84632 7.42303
H 9.30214 12.33026 17.11040
C 10.00068 14.60194 12.54631
C 12.41306 11.01935 17.25151
C 11.22859 11.57537 17.71439
C 10.60402 11.88460 8.94643
C 6.38192 13.49793 11.76545
C 20.41932 7.35882 10.84659
H 21.19085 9.18810 10.16512
H 8.47696 17.28687 13.82753
H 15.74479 15.88151 15.80650
H 20.73799 9.17624 11.77379
H 4.97028 15.20583 11.72895
C 9.80289 15.82258 13.24162
H 21.44213 6.88703 10.65175
O 18.27357 7.39852 13.85518
H 9.17104 13.07584 11.31956
C 6.70634 12.31861 10.81967
H 18.85397 6.10238 11.77174
H 13.45556 16.38875 15.02635
C 7.61272 14.32205 12.14955
H 8.99180 14.78916 7.84381
C 14.34638 9.87511 12.90881
H 10.15515 10.03736 12.50822
H 11.86504 8.23882 8.74356
H 5.76209 11.76073 10.62264
C 14.02071 15.57425 14.58155
H 13.56824 6.05948 12.97471
C 9.85778 10.92765 8.12742
C 12.77845 8.04506 12.68552
Ge 11.57885 10.81734 12.80620
H 4.45881 13.84706 10.82140
Br 11.43351 14.62440 9.23105
H 7.38714 11.64248 11.37890
C 16.12227 14.38442 14.40132
H 7.14313 12.60582 9.86592
H 19.84954 7.08274 9.92805
*
```

***

Number 1: DFT total energy -102132.94176 eV. Number 2: DFT total energy -242149.18536 eV.